No. 1
16
Properties=species:S:1:pos:R:3:forces:R:3:lowdin_charge:R:1 method="wB97M-V/def2-TZVPD" smiles=FC[C@@H]1OC[C@@H]2N[C@H]21 energy_ev=-11562.9657 homo_lumo_gap_ev=9.86
C 0.87089 -1.53718 -1.27567 3.402 -0.415 0.538 0.00
C -0.05351 -0.66533 -0.43199 1.944 -1.634 -0.982 -0.38
C -1.09333 1.44789 -0.21964 1.703 2.377 -0.779 -0.03
C -0.60603 0.81123 1.18004 -2.702 1.484 -2.747 -0.32
C 0.59878 0.12875 0.69231 1.406 0.234 -0.383 -0.19
H 0.67304 -1.93260 -2.30362 -0.247 1.488 0.594 0.13
H 1.09217 -2.50657 -0.74957 -0.033 1.172 0.062 0.12
H -0.72422 -1.32570 -0.00037 -2.160 -1.336 0.424 0.11
H -0.63227 2.47433 -0.71374 -0.725 -2.601 1.867 0.16
H -2.18473 1.68361 -0.19793 0.630 -1.206 -0.480 0.10
H -1.42579 0.14124 1.65169 0.942 0.991 -1.576 0.16
H -0.05014 0.23067 2.81871 2.690 1.079 -1.225 0.14
H 1.31226 0.66448 0.01498 -0.592 0.652 1.636 0.15
N 0.51827 0.81833 2.07459 -1.289 -2.100 1.334 0.11
O -0.55409 0.37374 -1.22953 -2.055 1.517 2.077 -0.10
F 2.25870 -0.80688 -1.31025 -2.915 -1.702 -0.360 -0.16


No. 2
16
Properties=species:S:1:pos:R:3:forces:R:3:lowdin_charge:R:1 method="wB97M-V/def2-TZVPD" smiles=C[C@@](C#N)(CO)CF energy_ev=-11569.0030 homo_lumo_gap_ev=11.66
C -1.11405 0.46895 0.94147 -0.069 -0.258 0.802 -0.02
C -0.27697 0.03688 -0.20015 0.351 -1.615 -0.851 -0.54
C 1.10215 0.62755 -0.18527 0.698 0.150 -0.361 -0.22
C -0.20556 -1.48050 -0.18931 0.273 -0.740 -0.517 -0.12
C -0.86674 0.42180 -1.46640 -0.415 0.972 -1.307 -0.18
H -2.07626 0.02751 0.79413 -0.977 0.154 0.036 0.09
H -1.14359 1.54895 0.92533 -0.288 0.236 0.557 0.11
H -0.72983 0.02015 1.86706 0.098 0.639 -0.113 0.11
H 1.66133 0.30984 -1.09349 -0.224 0.177 0.634 0.15
H 0.93082 1.68686 -0.20092 0.207 0.851 -0.320 0.13
H 2.53002 0.84433 1.09389 -0.194 -0.285 0.094 0.10
H 0.25151 -1.76556 0.76516 -0.178 -0.305 -0.259 0.13
H -1.20691 -1.94768 -0.36374 0.848 0.331 0.283 0.15
N -1.24778 0.82374 -2.47741 0.057 -0.357 0.559 0.19
O 1.74282 0.28702 1.02373 0.411 -0.059 0.056 -0.03
F 0.64904 -1.90982 -1.23408 -0.599 0.108 0.706 -0.05


No. 3
16
Properties=species:S:1:pos:R:3:forces:R:3:lowdin_charge:R:1 method="wB97M-V/def2-TZVPD" smiles="F[C@H]1CCNCC1=S" energy_ev=-20354.9175 homo_lumo_gap_ev=8.55
C -0.82363 -0.88998 -0.49980 -2.675 -4.199 -1.602 -0.44
C -0.61627 0.34525 -1.21145 -1.821 4.181 -3.552 -0.17
C 0.48565 1.17340 -0.56700 2.136 -0.339 -1.422 -0.26
C 0.52480 -0.24466 1.40116 0.746 0.442 1.733 -0.21
C 0.24138 -1.33474 0.38181 0.195 1.575 2.118 -0.78
H -1.06512 -1.84360 -1.10354 0.114 1.786 0.253 0.15
H -1.73316 0.87400 -0.90883 3.275 -0.862 -1.631 0.20
H -0.45045 0.29560 -2.40816 -0.576 -0.191 2.860 0.16
H 1.48906 0.57080 -0.80980 -1.502 1.245 0.502 0.14
H 0.69303 2.23258 -1.04022 -0.931 -1.992 1.271 0.15
H 0.60349 1.83224 1.34886 0.653 0.765 0.904 0.09
H -0.14841 -0.32564 2.34854 1.312 -0.435 -1.556 0.15
H 1.64569 -0.42313 1.67742 -1.786 0.775 -0.161 0.13
N 0.16540 1.10644 0.85095 0.462 -1.220 -0.589 -0.07
F -2.00784 -0.63898 0.23329 0.076 -0.970 1.007 -0.04
S 0.99637 -2.72959 0.30676 0.322 -0.559 -0.134 0.82


ΔE to the lowest compared entry with this formula, charge and spin, respectively: 171.90; 32.68; 47.99 kcal/mol.
Strongest force on any atom, respectively: 0.0803; 0.0361; 0.1124 Eh/bohr.
Highest occupied orbital energy, respectively: -9.2161; -11.1287; -9.1015 eV.